ORCA calculation (ωB97M-V/def2-TZVPD) on a cluster of 8 separate species, C44H104F6N6O14S2 in total.

```
176
Properties=species:S:1:pos:R:3:mulliken_charge:R:1
C -6.7026 -4.3234 3.9851 -1.228
C -6.3399 -3.7976 2.5306 -0.556
C -6.5533 -4.8390 1.4389 -0.478
C -6.0505 -4.4542 0.0302 -0.772
N -5.9090 -5.5803 -1.0505 0.233
C -4.8883 -6.6484 -0.6696 -0.575
C -5.6131 -7.9527 -0.4106 -0.433
C -6.7707 -7.9397 -1.3558 -0.678
C -7.1975 -6.4313 -1.2727 -0.548
C -5.5897 -4.9602 -2.4429 -1.037
H -5.9652 -5.0856 4.2366 0.332
H -7.6650 -4.8351 3.9876 0.327
H -6.7366 -3.4937 4.6912 0.364
H -5.2680 -3.6118 2.4624 0.366
H -6.9642 -2.9367 2.2915 0.346
H -7.6160 -5.0657 1.3537 0.377
H -6.1374 -5.7876 1.7785 0.249
H -4.9874 -4.2177 -0.0150 0.467
H -6.5778 -3.6107 -0.4154 0.378
H -4.2867 -6.7658 -1.5709 0.414
H -4.2632 -6.3724 0.1796 0.275
H -5.0551 -8.8713 -0.5924 0.369
H -6.0233 -7.9239 0.5989 0.255
H -6.4126 -8.1002 -2.3727 0.304
H -7.4699 -8.7300 -1.0826 0.390
H -7.8761 -5.9858 -2.0001 0.398
H -7.6968 -6.4059 -0.3040 0.220
H -4.7615 -4.2860 -2.2243 0.405
H -6.4652 -4.3307 -2.6020 0.428
H -5.3996 -5.7736 -3.1431 0.407
C 3.4801 3.1141 5.6252 -1.340
C 2.7743 3.8646 6.7441 -0.308
C 1.2186 3.7295 6.5882 -0.595
C 0.4319 4.1108 7.9065 -0.869
N -1.0780 3.6467 7.8903 0.288
C -1.8916 4.3010 6.7476 -0.658
C -3.2631 4.4423 7.2827 -0.714
C -2.9780 4.8778 8.7286 -0.607
C -1.6983 4.2976 9.1094 -0.425
C -1.3436 2.1603 7.9200 -1.027
H 3.3153 2.0427 5.7399 0.329
H 4.5528 3.2888 5.5427 0.392
H 3.1670 3.4481 4.6360 0.328
H 3.0912 4.9022 6.6390 0.303
H 3.0802 3.4798 7.7169 0.340
H 0.9355 2.7265 6.2688 0.379
H 0.9289 4.3843 5.7664 0.368
H 0.4264 5.1843 8.0955 0.374
H 0.8185 3.6483 8.8146 0.434
H -1.7224 3.5722 5.9549 0.462
H -1.4550 5.2537 6.4477 0.392
H -3.8559 3.5373 7.1502 0.318
H -3.8655 5.1659 6.7336 0.400
H -3.8063 4.6099 9.3845 0.330
H -2.9784 5.9649 8.8085 0.346
H -1.8867 3.5626 9.8919 0.331
H -1.0719 5.1055 9.4876 0.265
H -0.9953 1.6622 7.0152 0.359
H -2.3820 1.8834 8.1023 0.425
H -0.8162 1.8126 8.8083 0.383
C -12.0505 -0.3464 -2.3730 -0.726
O -11.1799 -0.2627 -3.4680 -0.307
C -11.7436 0.4114 -4.6456 -0.578
C -12.1639 1.8841 -4.5040 -0.760
N -10.9945 2.7768 -4.0053 -0.084
H -11.2403 3.7191 -4.2731 0.359
H -11.0751 2.6971 -3.0017 0.450
C -9.5810 2.5592 -4.5848 -0.590
C -8.6456 3.5829 -3.9872 -0.672
O -9.0154 4.8886 -4.2426 -0.350
C -8.9554 5.3384 -5.6128 -0.715
H -12.6201 0.5405 -2.0956 0.306
H -11.4799 -0.6768 -1.5050 0.241
H -12.7990 -1.1017 -2.6125 0.321
H -12.6111 -0.1194 -5.0379 0.454
H -11.0081 0.3086 -5.4434 0.379
H -12.9403 2.1029 -3.7709 0.453
H -12.4353 2.2479 -5.4950 0.380
H -9.5860 2.5282 -5.6744 0.405
H -9.2429 1.6213 -4.1442 0.376
H -7.6083 3.4799 -4.3059 0.428
H -8.6633 3.4681 -2.9034 0.323
H -7.9267 5.3517 -5.9728 0.344
H -9.2819 6.3498 -5.8544 0.297
H -9.3889 4.6432 -6.3317 0.265
C 3.4220 -7.0396 -2.5225 -0.797
O 4.0693 -6.5450 -3.6188 -0.326
C 5.0985 -5.6302 -3.3909 -0.525
C 5.2180 -4.8857 -4.6925 -0.570
N 3.8566 -4.3105 -5.2645 -0.114
H 3.3732 -5.0630 -5.7338 0.375
H 3.2111 -4.0597 -4.5293 0.383
C 3.9669 -3.0494 -6.0073 -0.812
C 4.2294 -3.2382 -7.5171 -0.523
O 5.3806 -3.9711 -7.7309 -0.302
C 5.5471 -4.4582 -9.0811 -0.818
H 3.3179 -6.3716 -1.6675 0.342
H 3.9420 -7.8973 -2.0957 0.307
H 2.3856 -7.2618 -2.7766 0.263
H 5.9982 -6.2142 -3.1968 0.371
H 4.7857 -4.9763 -2.5769 0.410
H 5.6431 -5.3948 -5.5574 0.368
H 5.8814 -4.0542 -4.4544 0.380
H 4.7225 -2.4448 -5.5057 0.347
H 3.1213 -2.3837 -5.8343 0.448
H 4.4326 -2.3189 -8.0664 0.407
H 3.4387 -3.7071 -8.1027 0.416
H 5.5138 -3.7662 -9.9226 0.347
H 4.7314 -5.1460 -9.3042 0.349
H 6.5075 -4.9459 -9.2480 0.270
C 2.6815 -6.4997 8.5012 -0.763
O 3.7595 -6.4334 9.4394 -0.324
C 4.4420 -5.1722 9.4512 -0.385
C 5.8815 -5.0861 9.9403 -0.800
N 6.0924 -5.8988 11.2264 -0.202
H 5.8458 -6.8706 11.1040 0.402
H 7.0948 -5.9124 11.3493 0.390
C 5.5293 -5.2598 12.5414 -0.623
C 5.8247 -6.1303 13.7516 -0.590
O 7.2824 -6.3289 13.9130 -0.344
C 7.6685 -7.1823 15.0082 -0.699
H 1.7365 -6.1935 8.9500 0.278
H 2.6694 -7.4868 8.0391 0.289
H 2.8759 -5.9283 7.5936 0.339
H 3.8039 -4.5319 10.0602 0.347
H 4.3975 -4.7688 8.4395 0.449
H 6.4157 -4.1625 10.1633 0.386
H 6.5355 -5.5497 9.2018 0.403
H 4.4534 -5.2100 12.3737 0.359
H 5.8409 -4.2171 12.6030 0.441
H 5.3417 -7.1005 13.6351 0.394
H 5.5126 -5.6483 14.6781 0.397
H 7.0016 -8.0422 15.0711 0.301
H 7.7779 -6.6167 15.9335 0.290
H 8.7180 -7.4637 14.9219 0.265
C 6.7128 6.5174 -4.5673 -0.789
O 7.0755 7.1131 -5.8098 -0.304
C 8.4327 6.7700 -6.0866 -0.541
C 9.0250 7.0750 -7.4910 -0.810
N 8.5726 8.4166 -8.0406 -0.134
H 7.5715 8.3445 -8.1535 0.419
H 8.7434 9.1545 -7.3725 0.400
C 9.3121 8.8671 -9.3925 -0.654
C 8.4753 9.8905 -10.2335 -0.492
O 7.9462 10.8794 -9.2840 -0.364
C 8.7630 11.9584 -8.8297 -0.732
H 5.7150 6.8737 -4.3112 0.284
H 7.3497 6.7619 -3.7172 0.322
H 6.6040 5.4339 -4.6146 0.325
H 8.6767 5.7174 -5.9428 0.426
H 9.0489 7.2201 -5.3083 0.431
H 8.4591 6.3753 -8.1061 0.410
H 10.0962 6.8878 -7.5663 0.398
H 9.6284 8.0762 -10.0727 0.408
H 10.1987 9.4462 -9.1343 0.360
H 7.6670 9.4852 -10.8421 0.361
H 9.0959 10.4617 -10.9239 0.377
H 9.0141 12.7026 -9.5855 0.327
H 9.6192 11.6501 -8.2297 0.302
H 8.2056 12.6205 -8.1671 0.271
C -0.1465 6.0939 -8.9251 0.546
F -1.2339 5.3615 -9.2865 -0.209
F -0.5512 7.3904 -8.8157 -0.223
F 0.5580 5.7867 -7.7650 -0.223
S 1.2378 6.0559 -10.3529 1.048
O 0.5464 6.4268 -11.6023 -0.635
O 2.2267 7.0642 -9.9143 -0.643
O 1.7332 4.6660 -10.3442 -0.661
C -0.8465 1.0644 -0.6549 0.612
F -0.0500 1.8405 -1.3524 -0.225
F -1.3409 1.8478 0.3254 -0.233
F -1.8703 0.6366 -1.3862 -0.227
S 0.1535 -0.4463 0.0150 1.071
O -0.0995 -1.5747 -0.9638 -0.672
O 1.5570 -0.0529 0.2593 -0.645
O -0.5136 -0.6876 1.3122 -0.682
```

- E_tot (eV) = -122852.102
- gap between HOMO and LUMO (eV) = 4.860
- total charge = +4
- lowest unoccupied orbital energy (eV) = -5.496
- E_HOMO (eV) = -10.4


ORCA calculation (ωB97M-V/def2-TZVPD) on a cluster of 10 separate species, C44H106Cl8N6 in total.

```
164
Properties=species:S:1:pos:R:3:mulliken_charge:R:1
Cl -3.4662 -1.6391 0.9754 -0.009
C -4.5308 -0.5582 -0.0437 -0.213
C -5.8456 -0.3761 0.7035 -0.717
Cl -5.7084 0.5139 2.2325 -0.144
H -4.7581 -1.0327 -0.9944 0.369
H -4.0705 0.4034 -0.1638 -0.063
H -6.1923 -1.3847 0.9509 0.379
H -6.6442 0.0973 0.1378 0.345
Cl -6.5783 2.7516 -1.0729 -0.155
C -6.0485 4.4792 -1.0065 -0.582
C -5.3185 4.7935 0.2720 -0.555
Cl -3.7934 3.8575 0.3205 0.009
H -6.9762 4.9673 -1.0193 0.363
H -5.4363 4.6296 -1.8805 0.354
H -5.9746 4.4244 1.0677 0.299
H -5.1550 5.9167 0.3776 0.283
Cl 7.1322 -3.8859 0.6866 -0.204
C 6.7001 -2.2230 1.0731 -0.423
C 5.3584 -2.2340 1.8729 -0.331
Cl 4.6582 -0.6503 1.7905 -0.150
H 6.5712 -1.5988 0.2033 0.253
H 7.5162 -1.8731 1.6854 0.355
H 5.5544 -2.4696 2.8854 0.448
H 4.6647 -2.8454 1.3285 0.041
Cl 3.6187 5.7485 -0.9602 -0.226
C 2.6453 4.2259 -0.9973 0.132
C 3.4753 3.0811 -0.5330 0.324
Cl 4.6096 2.5922 -1.8248 -0.221
H 2.2652 4.1487 -1.9955 0.357
H 1.7657 4.2764 -0.3372 -0.257
H 2.8180 2.2019 -0.4900 -0.579
H 4.0575 3.3130 0.3716 0.525
C 3.5416 -3.3469 -6.3475 -1.473
C 3.2597 -2.4064 -5.1842 -0.196
N 4.2305 -1.3381 -5.0383 0.060
C 4.4972 -0.5178 -6.2347 -0.692
C 3.3373 0.3567 -6.7680 -1.079
C 3.9451 -0.5476 -3.8155 -0.387
C 4.3396 -1.2251 -2.4559 -0.919
H 4.4768 -3.8936 -6.1454 0.317
H 3.5941 -2.8897 -7.3580 0.355
H 2.7063 -4.0200 -6.3998 0.376
H 2.2523 -2.0082 -5.2105 0.319
H 3.2277 -3.0173 -4.2515 0.281
H 5.3165 0.1948 -6.0103 0.398
H 4.9539 -1.2053 -6.9535 0.452
H 3.0788 1.2123 -6.1489 0.269
H 3.5169 0.6536 -7.8273 0.374
H 2.4517 -0.2317 -6.9200 0.297
H 2.9106 -0.2117 -3.8538 0.206
H 4.5913 0.3298 -3.8511 0.440
H 3.5420 -1.9126 -2.1742 0.088
H 4.3850 -0.4320 -1.6706 0.213
H 5.3030 -1.7594 -2.4633 0.318
C -1.7423 0.1315 3.9864 -0.346
C -3.0072 -0.3766 4.6945 -0.025
N -3.1558 0.1937 6.0448 0.105
C -4.3143 -0.3983 6.7845 -0.313
C -3.9811 -1.8569 7.1212 -1.191
C -3.0036 1.6579 6.1740 -0.897
C -3.8455 2.5592 5.2873 -0.665
H -0.8859 0.0178 4.6673 0.302
H -1.7948 1.1904 3.6766 -0.068
H -1.5010 -0.5164 3.1184 -0.222
H -3.8938 -0.1885 4.1233 -0.025
H -2.8616 -1.4529 4.8182 0.298
H -4.3823 0.1648 7.7782 0.354
H -5.3233 -0.2991 6.3163 0.252
H -4.0603 -2.5212 6.2561 0.237
H -2.9382 -1.7730 7.4657 0.331
H -4.5145 -2.3283 7.9745 0.379
H -1.9770 1.9264 5.9511 0.366
H -3.1812 1.9513 7.1891 0.487
H -3.8366 2.1319 4.2452 -0.005
H -3.2150 3.4502 5.1639 0.324
H -4.8772 2.7372 5.5696 0.327
C 3.3940 9.7526 3.7180 -1.317
C 3.2411 8.3639 3.2020 -0.262
N 2.0660 8.0692 2.4132 0.215
C 2.1400 8.8050 1.1437 -0.214
C 0.6943 9.1777 0.6985 -1.157
C 1.8473 6.6811 2.2427 -0.004
C 1.3801 5.9254 3.4831 -1.279
H 3.5677 10.5423 2.9313 0.317
H 4.2372 9.7267 4.3737 0.428
H 2.4570 10.1518 4.2072 0.274
H 4.2066 8.1134 2.7386 0.255
H 3.2395 7.6428 4.0571 0.293
H 2.6620 9.7535 1.3707 0.290
H 2.7222 8.2459 0.4315 0.116
H 0.0531 8.3023 0.5085 0.244
H 0.2550 9.7929 1.4815 0.293
H 0.6939 9.7278 -0.2644 0.384
H 2.7466 6.1768 1.7580 0.085
H 1.0324 6.5349 1.4882 0.131
H 0.9588 4.9921 3.1313 0.230
H 0.6037 6.5353 3.9442 0.353
H 2.1827 5.7206 4.2128 0.364
C 0.2133 2.2200 -3.1804 -1.508
C -0.7189 2.2046 -1.9350 -0.787
N -0.1105 1.4418 -0.8489 1.273
C -0.9377 1.6463 0.4263 1.637
C -0.7427 3.0352 1.0184 -1.757
C 0.0370 0.0666 -1.2315 -0.446
C 0.8751 -0.6940 -0.1960 -0.246
H 0.3601 1.2973 -3.6561 0.439
H 1.1486 2.6567 -2.7701 0.161
H -0.1960 2.8337 -3.9678 0.471
H -0.8564 3.2144 -1.6382 0.493
H -1.7346 1.8968 -2.1545 0.298
H -2.0664 1.5162 0.2369 -0.955
H -0.7137 0.8597 1.1590 -0.324
H -1.2084 3.0842 2.0252 0.318
H 0.3319 3.1265 1.2986 0.270
H -1.0713 3.9348 0.4613 0.410
H 0.4622 -0.0135 -2.2097 0.333
H -0.9254 -0.5021 -1.3004 -0.105
H 1.8168 -0.2068 -0.0341 -0.075
H 1.0906 -1.7158 -0.6234 -0.037
H 0.3919 -0.8106 0.7629 0.022
C -0.3454 -3.6457 -2.7147 -0.551
C -1.5161 -4.6553 -2.8031 -0.579
N -1.9673 -4.8920 -4.1482 0.159
C -0.9114 -5.2713 -5.0991 -0.810
C -0.1270 -6.4987 -4.7297 -1.032
C -3.1479 -5.7673 -4.1932 -0.305
C -3.8276 -5.9398 -5.5128 -1.271
H 0.5587 -3.9962 -3.1522 0.255
H -0.0656 -3.5418 -1.6601 -0.004
H -0.6501 -2.6570 -3.1709 0.235
H -1.2521 -5.6520 -2.2516 0.105
H -2.3966 -4.3650 -2.1920 0.466
H -1.4440 -5.3842 -6.0353 0.422
H -0.2704 -4.4175 -5.2345 0.375
H 0.5893 -6.8756 -5.4548 0.404
H 0.3482 -6.3060 -3.8051 0.268
H -0.6990 -7.4334 -4.5086 0.299
H -3.8790 -5.2617 -3.5317 0.356
H -3.0055 -6.7521 -3.7642 0.288
H -4.1504 -4.9269 -5.8478 0.303
H -4.6974 -6.6181 -5.4607 0.389
H -3.0792 -6.3360 -6.2331 0.288
C 1.9200 -4.1318 3.0019 -1.305
C 1.2274 -4.4897 1.6563 -0.247
N 0.2205 -5.5804 1.7389 0.104
C -0.8461 -5.3561 2.7343 -1.370
C -1.7191 -4.1369 2.5487 -0.170
C -0.1799 -6.0289 0.3859 -0.021
C -1.2787 -7.1750 0.3971 -1.469
H 2.8533 -3.5422 2.8674 0.090
H 2.1692 -5.0101 3.5759 0.400
H 1.2571 -3.5437 3.6095 0.295
H 0.8723 -3.5278 1.2179 0.137
H 1.9965 -4.9141 1.0392 0.701
H -1.5442 -6.2337 2.8592 0.395
H -0.4305 -5.3823 3.7103 0.419
H -2.5784 -4.1884 3.1968 0.495
H -1.1477 -3.2198 2.6550 0.073
H -2.1049 -4.1141 1.4986 0.008
H 0.7562 -6.2908 -0.0762 0.563
H -0.6820 -5.1851 -0.1714 -0.175
H -1.4119 -7.6294 -0.5674 0.434
H -2.2722 -6.7634 0.7481 0.216
H -1.0464 -8.0250 1.0237 0.416
```

- SMILES = CCN(CC)CC.CCN(CC)CC.CCN(CC)CC.CCN(CC)CC.CCN(CC)CC.CCN(CC)CC.ClCCCl.ClCCCl.ClCCCl.ClCCCl
- E_tot (eV) = -156464.352
- gap between HOMO and LUMO (eV) = 8.367
- lowest unoccupied orbital energy (eV) = 0.348
- E_HOMO (eV) = -8.0